(1)
A structure of composition C13H40KN12O11, computed with the ωB97M-V functional and the def2-TZVPD basis.

Positions of all 77 atoms, in Å:
K 5.32 -1.84 2.34
C 0.41 -0.35 -0.86
O 1.37 0.12 -0.22
O -0.40 -1.09 -0.35
O 0.40 -0.41 -2.07
C 3.94 4.67 3.42
O 4.68 3.72 3.69
N 4.01 5.78 4.12
N 2.93 4.76 2.60
H 3.20 6.39 4.14
H 4.59 5.89 4.94
H 2.76 3.94 2.03
H 2.59 5.70 2.46
C -5.47 2.86 1.42
O -5.78 2.66 0.28
N -6.04 3.84 2.14
N -4.63 2.08 2.12
H -5.79 3.94 3.12
H -6.68 4.48 1.70
H -4.21 2.42 2.97
H -4.08 1.57 1.45
C 0.14 -1.29 5.56
O 0.26 -1.54 6.75
N 0.82 -0.39 4.95
N -0.58 -1.95 4.63
H 1.56 0.03 5.48
H 0.95 -0.38 3.95
H -0.75 -2.91 4.86
H -0.74 -1.62 3.69
C 6.55 -0.56 -2.94
O 7.75 -0.69 -3.12
N 5.97 0.60 -2.86
N 5.67 -1.49 -2.93
H 6.58 1.38 -3.05
H 5.08 0.70 -2.38
H 4.75 -1.12 -2.74
H 6.06 -2.38 -3.20
C 2.18 -5.65 -1.24
O 2.96 -6.55 -1.45
N 1.47 -5.12 -2.17
N 1.67 -5.24 -0.08
H 1.71 -5.38 -3.11
H 1.00 -4.23 -2.11
H 2.09 -5.56 0.79
H 0.93 -4.55 -0.13
C 1.73 -0.98 -8.26
O 1.82 -1.29 -9.45
N 2.36 0.01 -7.77
N 1.06 -1.66 -7.41
H 2.14 0.27 -6.82
H 2.72 0.65 -8.47
H 0.42 -2.38 -7.70
H 0.97 -1.21 -6.51
C -0.62 4.77 -2.37
C 0.21 4.97 -3.62
C 1.70 5.06 -3.34
O -0.07 3.81 -4.37
H -1.63 4.53 -2.72
H -0.85 5.69 -1.82
H -0.22 4.06 -1.65
H -0.14 5.83 -4.19
H 2.01 4.46 -2.49
H 2.14 6.04 -3.14
H 2.35 4.70 -4.14
H 0.05 3.09 -3.75
C -5.76 -4.64 3.04
C -6.56 -4.33 4.31
C -6.90 -5.41 5.38
O -5.98 -3.19 4.93
H -6.23 -5.48 2.53
H -4.77 -4.78 3.48
H -5.53 -3.81 2.36
H -7.46 -3.85 3.93
H -7.58 -6.11 4.90
H -7.43 -5.06 6.27
H -6.02 -5.91 5.79
H -5.15 -3.05 4.47

gap between HOMO and LUMO = 2.19 eV
highest occupied orbital energy = -0.068 Ha
net charge = -1



(2)
A cluster of 8 separate species, C13H42O11 in total, computed with the ωB97M-V functional and the def2-TZVPD basis.

Positions of all 66 atoms, in Å:
C -12.97 31.64 4.43
O -14.15 31.36 5.12
C -14.25 30.07 5.65
C -14.55 29.00 4.63
O -13.49 28.51 3.84
C -12.44 27.92 4.57
H -12.83 32.70 4.19
H -12.92 31.18 3.43
H -12.08 31.22 4.91
H -15.10 30.11 6.33
H -13.37 29.79 6.25
H -15.39 29.28 3.99
H -15.02 28.14 5.15
H -12.81 26.97 4.99
H -11.94 28.48 5.35
H -11.75 27.60 3.78
C -18.68 29.06 2.77
O -18.10 29.11 4.05
C -18.64 28.16 4.96
C -18.30 28.57 6.36
O -19.21 29.50 6.94
C -19.08 30.81 6.41
H -19.66 29.55 2.77
H -18.83 28.04 2.39
H -18.02 29.60 2.10
H -18.13 27.20 4.79
H -19.73 28.10 4.84
H -17.28 28.95 6.44
H -18.42 27.69 7.00
H -18.06 31.20 6.52
H -19.76 31.43 6.99
H -19.41 30.83 5.37
C -14.80 27.00 0.96
O -13.62 26.96 0.16
C -12.44 27.39 0.80
C -12.38 28.88 0.95
O -12.43 29.48 -0.33
C -11.93 30.78 -0.33
H -15.37 27.90 0.73
H -14.52 27.10 2.02
H -15.36 26.10 0.75
H -11.64 27.06 0.13
H -12.30 26.89 1.76
H -11.47 29.24 1.46
H -13.22 29.29 1.53
H -10.86 30.80 -0.07
H -12.46 31.45 0.36
H -12.04 31.17 -1.34
C -10.84 33.13 2.44
O -9.87 33.21 1.39
H -10.95 34.02 3.06
H -11.78 32.94 1.90
H -10.62 32.29 3.08
H -10.09 33.94 0.80
O -11.88 28.55 7.98
H -11.02 28.32 7.60
H -11.92 29.51 7.93
O -15.77 33.91 5.65
H -15.25 33.21 5.23
H -16.60 33.93 5.16
O -14.71 25.95 6.68
H -14.03 25.86 7.35
H -15.49 26.23 7.16
O -16.13 24.74 4.21
H -15.50 25.27 4.71
H -16.49 24.13 4.86

gap between HOMO and LUMO = 9.24 eV
SMILES string = COCCOC.COCCOC.COCCOC.CO.O.O.O.O
highest occupied orbital energy = -0.337 Ha
energy relative to the best compared isomer or geometry (same formula, charge and spin) = 21.7 kcal/mol
net charge = 0



(3)
A cluster of 9 separate species, C13H43ClO12 in total, computed with the ωB97M-V functional and the def2-TZVPD basis.

Positions of all 69 atoms, in Å:
O -1.84 0.70 -2.94
H -2.77 0.91 -3.11
H -1.71 0.74 -1.92
H -1.24 1.33 -3.38
Cl 0.85 -0.61 -0.06
O 1.21 0.68 0.49
O -0.17 -1.21 0.77
O 0.39 -0.38 -1.42
O 1.99 -1.48 -0.06
C -2.84 3.31 -0.60
C -2.34 2.26 0.38
C -3.44 1.87 1.37
O -1.97 1.10 -0.39
H -2.94 4.28 -0.12
H -3.78 2.98 -1.06
H -2.10 3.40 -1.40
H -1.47 2.65 0.91
H -3.57 2.63 2.13
H -3.26 0.86 1.73
H -4.39 1.78 0.82
H -1.44 0.51 0.17
C 2.62 4.19 3.20
C 1.53 4.84 2.38
C 1.39 4.21 0.99
O 0.30 4.64 3.10
H 3.44 3.83 2.57
H 2.22 3.30 3.69
H 2.92 4.87 4.00
H 1.68 5.91 2.22
H 0.59 4.71 0.42
H 1.18 3.14 1.06
H 2.29 4.35 0.39
H -0.40 5.16 2.70
C 0.95 -4.03 -2.52
C 0.39 -5.40 -2.82
C -0.99 -5.39 -3.43
O 1.34 -6.03 -3.70
H 0.53 -3.49 -1.67
H 0.85 -3.38 -3.40
H 2.01 -4.10 -2.27
H 0.39 -5.97 -1.88
H -1.76 -5.14 -2.69
H -1.27 -6.39 -3.78
H -1.10 -4.68 -4.25
H 1.06 -6.94 -3.82
C 1.27 -1.97 3.77
O 1.42 -2.99 2.82
H 1.50 -0.97 3.39
H 0.26 -1.97 4.20
H 1.96 -2.10 4.60
H 0.78 -2.79 2.12
C 4.59 -0.78 -3.04
O 4.49 -1.81 -2.08
H 5.54 -0.84 -3.57
H 3.73 -0.79 -3.72
H 4.55 0.20 -2.54
H 3.67 -1.71 -1.59
C -0.42 1.32 3.57
O -0.71 2.38 4.47
H -1.34 1.01 3.07
H 0.32 1.61 2.83
H -0.02 0.46 4.11
H -0.17 3.13 4.19
C -2.47 -2.18 -1.58
O -3.50 -1.37 -2.15
H -1.53 -2.04 -2.11
H -2.26 -1.88 -0.54
H -2.78 -3.22 -1.52
H -4.19 -1.25 -1.49

gap between HOMO and LUMO = 8.28 eV
highest occupied orbital energy = -0.345 Ha
energy relative to the best compared isomer or geometry (same formula, charge and spin) = 0.0 kcal/mol
net charge = 0



(4)
A cluster of 8 separate species, C13H43N15O9 in total, computed with the ωB97M-V functional and the def2-TZVPD basis.

Positions of all 80 atoms, in Å:
C 3.63 -2.17 0.37
O 2.49 -2.88 -0.15
C 2.06 -2.35 -1.42
C 0.59 -2.47 -1.66
N 0.42 -3.60 -2.57
C -0.93 -4.21 -2.42
C -1.09 -5.36 -3.38
O -2.39 -5.95 -3.22
C -3.38 -5.28 -3.90
H 4.11 -2.50 1.29
H 3.43 -1.10 0.45
H 4.42 -2.17 -0.38
H 2.71 -2.80 -2.17
H 2.30 -1.32 -1.66
H 0.33 -1.51 -2.12
H 0.14 -2.63 -0.68
H 1.16 -4.28 -2.44
H -1.63 -3.39 -2.63
H -1.04 -4.56 -1.39
H -0.33 -6.14 -3.28
H -0.92 -5.10 -4.43
H -3.49 -4.23 -3.63
H -4.29 -5.83 -3.63
H -3.38 -5.38 -4.99
N 2.80 5.01 -2.18
C 1.93 4.04 -2.16
N 0.76 4.43 -2.66
O 2.11 2.94 -1.76
H 2.56 5.91 -2.58
H 3.69 4.78 -1.76
H 0.71 5.41 -2.91
H -0.06 3.89 -2.43
N 0.07 1.11 -0.71
C -0.66 0.21 -0.01
N 0.05 -0.37 0.89
O -1.84 -0.05 -0.25
H 0.96 1.39 -0.33
H -0.40 1.78 -1.31
H 0.94 0.00 1.20
H -0.55 -0.78 1.59
N -1.48 -0.84 6.62
C -0.53 -0.16 6.07
N -0.39 -0.55 4.85
O 0.10 0.67 6.64
H -2.12 -1.43 6.10
H -1.69 -0.62 7.58
H 0.35 -0.08 4.36
H -1.14 -1.01 4.37
N -3.67 -0.90 1.38
C -4.92 -0.93 0.96
N -4.89 -1.02 -0.32
O -5.95 -0.96 1.60
H -3.64 -1.06 2.38
H -2.88 -0.77 0.77
H -5.73 -0.89 -0.86
H -4.00 -1.06 -0.80
N 3.92 3.13 0.50
C 4.93 3.78 0.14
N 5.83 3.79 1.08
O 5.08 4.29 -0.91
H 4.06 2.47 1.26
H 3.14 3.04 -0.14
H 5.62 3.36 1.97
H 6.52 4.53 1.03
N -3.54 1.88 -1.41
C -3.05 2.69 -2.29
N -4.01 3.05 -3.09
O -1.88 2.92 -2.46
H -4.54 1.76 -1.28
H -2.92 1.25 -0.93
H -4.94 2.77 -2.81
H -3.79 3.60 -3.90
N 2.58 0.65 3.90
C 1.84 1.42 3.10
N 0.94 2.08 3.74
O 1.91 1.44 1.92
H 3.15 -0.08 3.49
H 2.59 0.80 4.89
H 0.26 2.51 3.13
H 0.88 1.97 4.74

gap between HOMO and LUMO = 8.73 eV
SMILES string = COCCNCCOC.NC(N)=O.NC(N)=O.NC(N)=O.NC(N)=O.NC(N)=O.NC(N)=O.NC(N)=O
highest occupied orbital energy = -0.320 Ha
energy relative to the best compared isomer or geometry (same formula, charge and spin) = 72.8 kcal/mol
net charge = 0



(5)
A cluster of 7 separate species, C13H43O16P3 in total, computed with the ωB97M-V functional and the def2-TZVPD basis.

Positions of all 75 atoms, in Å:
C -16.97 23.57 22.36
O -16.28 24.70 22.92
P -17.03 26.16 22.89
O -18.45 26.13 23.44
O -16.01 27.06 23.77
C -16.30 28.43 23.73
O -16.79 26.72 21.35
C -15.58 26.40 20.70
H -17.62 23.79 21.51
H -17.56 23.05 23.12
H -16.16 22.89 22.08
H -16.63 28.74 24.72
H -17.16 28.74 23.14
H -15.39 29.01 23.59
H -15.42 25.40 20.31
H -14.72 26.60 21.35
H -15.38 27.03 19.83
C -19.27 16.74 23.70
O -18.60 17.30 24.85
P -17.08 16.83 25.28
O -16.16 16.57 24.10
O -17.36 15.49 26.26
C -18.54 15.62 27.08
O -16.52 17.98 26.30
C -17.44 18.99 26.72
H -20.35 16.61 23.79
H -18.74 15.92 23.22
H -19.24 17.38 22.82
H -18.65 16.58 27.58
H -18.39 14.93 27.91
H -19.52 15.44 26.64
H -18.48 18.67 26.77
H -17.27 19.90 26.14
H -17.16 19.25 27.74
C -19.94 24.88 18.99
O -18.90 25.42 18.09
P -19.29 26.61 17.17
O -20.21 27.63 17.74
O -19.74 25.88 15.84
C -20.33 26.62 14.83
O -17.94 27.27 16.63
C -16.66 26.71 16.72
H -20.28 25.71 19.62
H -19.51 24.05 19.54
H -20.78 24.48 18.42
H -19.74 26.29 13.97
H -20.23 27.70 14.96
H -21.32 26.28 14.52
H -16.20 26.50 15.75
H -16.60 25.81 17.33
H -16.04 27.52 17.12
C -15.59 20.09 23.82
O -16.20 18.89 23.08
H -15.03 20.62 23.06
H -16.26 20.72 24.42
H -15.06 19.45 24.52
H -15.92 18.01 23.36
C -21.07 17.24 18.48
O -20.08 16.64 19.26
H -21.63 18.02 18.97
H -20.82 17.59 17.48
H -21.80 16.45 18.26
H -20.49 15.82 19.55
C -18.00 19.74 20.17
O -18.14 21.15 20.08
H -16.92 19.71 20.02
H -18.29 19.33 21.14
H -18.56 19.18 19.42
H -18.96 21.34 20.55
C -21.66 21.68 20.53
O -20.58 21.99 21.32
H -21.86 22.58 19.95
H -21.45 20.90 19.80
H -22.52 21.38 21.14
H -20.97 22.59 21.96

gap between HOMO and LUMO = 9.93 eV
SMILES string = COP(=O)(OC)OC.COP(=O)(OC)OC.COP(=O)(OC)OC.CO.CO.CO.CO
highest occupied orbital energy = -0.352 Ha
energy relative to the best compared isomer or geometry (same formula, charge and spin) = 88.5 kcal/mol
net charge = 0



(6)
A structure of composition C13H44BF4O9Ti2, computed with the ωB97M-V functional and the def2-TZVPD basis.

Positions of all 73 atoms, in Å:
Ti 21.24 28.63 25.81
Ti 24.61 28.73 24.43
B 21.95 26.38 24.63
F 20.80 26.92 24.18
F 23.01 27.09 24.21
F 21.94 26.44 26.00
F 22.12 25.09 24.28
C 24.01 28.68 21.04
O 24.99 29.49 21.77
H 23.60 27.82 21.56
H 23.17 29.28 20.68
H 24.42 28.19 20.16
H 25.17 30.23 21.20
C 24.63 27.85 27.65
O 24.05 28.87 26.85
H 25.67 27.62 27.41
H 24.62 28.16 28.70
H 24.14 26.88 27.52
H 23.31 29.21 27.36
C 23.08 23.53 27.53
O 23.65 23.88 26.27
H 22.96 24.38 28.20
H 22.11 23.15 27.21
H 23.66 22.77 28.06
H 23.14 24.59 25.86
C 23.70 24.11 21.62
O 24.66 23.85 20.61
H 22.83 23.46 21.54
H 24.02 24.08 22.66
H 23.41 25.16 21.64
H 24.81 22.90 20.54
C 26.15 26.02 24.99
O 26.44 27.40 24.84
H 26.92 25.62 25.65
H 25.19 25.77 25.45
H 26.22 25.48 24.04
H 27.39 27.53 24.85
C 19.63 28.40 20.16
C 19.99 27.77 21.46
O 21.03 26.80 21.30
H 18.65 28.88 20.22
H 19.51 27.62 19.41
H 20.37 29.17 19.91
H 19.17 27.15 21.81
H 20.28 28.57 22.13
H 21.09 26.45 22.19
C 21.01 25.91 30.25
C 21.95 26.93 29.61
O 21.39 28.18 29.84
H 20.88 26.12 31.31
H 21.25 24.85 30.17
H 20.08 25.98 29.69
H 21.91 26.74 28.53
H 22.98 26.80 29.94
H 21.58 28.72 29.07
C 18.57 22.03 22.53
C 19.93 22.62 22.97
O 19.80 24.05 23.26
H 18.15 22.43 21.60
H 17.80 21.98 23.30
H 18.68 20.95 22.42
H 20.70 22.42 22.23
H 20.32 22.19 23.89
H 20.63 24.45 23.55
C 17.38 26.26 24.21
C 16.73 25.11 23.52
O 17.33 24.97 22.27
H 17.12 27.24 23.80
H 18.46 26.15 24.17
H 17.19 26.29 25.28
H 15.69 25.33 23.27
H 16.81 24.18 24.09
H 18.20 24.59 22.45

⟨S²⟩ = 15.75
gap between HOMO and LUMO (spin up / spin down) = 5.05 / 9.00 eV
highest occupied orbital energy (spin up / spin down) = -0.195 / -0.347 Ha
spin multiplicity = 8
net charge = 0



Table of max |F| (eV/Å), in record order: 7.48 2.14 1.79 6.84 4.26 3.37